[1]
{
  "formula": "C3H6O",
  "method": "ωB97M-V with the def2-TZVPD basis set",
  "smiles": "C[C@H]1CO1",
  "charge": 0,
  "orbital_gap_ev": 11.31,
  "lumo_ha": 0.043,
  "molar_mass_da": 58.08,
  "e_tot_ha": -193.07683,
  "species": ["C", "C", "C", "O", "H", "H", "H", "H", "H", "H"],
  "coordinates": [[0.780, -0.230, 0.964], [-0.207, 0.520, 0.077], [-0.517, -0.003, -1.267], [-1.325, -0.418, -0.095], [0.862, -1.245, 0.515], [0.182, -0.269, 1.963], [1.737, 0.193, 1.150], [-0.401, 1.576, 0.364], [-0.057, -0.840, -1.850], [-1.054, 0.717, -1.822]],
  "atomic_forces_ev_per_a": [[-2.347, -0.547, 0.895], [0.664, -1.803, 0.386], [-0.590, -0.783, 1.178], [0.790, 1.713, -1.053], [0.110, 0.615, 0.680], [1.378, -0.338, -1.425], [0.791, 0.572, -0.040], [-0.288, -0.807, -0.470], [0.016, 0.947, 0.945], [-0.524, 0.431, -1.097]]
}

***

[2]
{
  "formula": "C3H6O",
  "method": "ωB97M-V with the def2-TZVPD basis set",
  "smiles": "CCC=O",
  "charge": 0,
  "orbital_gap_ev": 10.47,
  "lumo_ha": 0.024,
  "molar_mass_da": 58.08,
  "e_tot_ha": -193.07079,
  "species": ["C", "C", "C", "O", "H", "H", "H", "H", "H", "H"],
  "coordinates": [[-0.203, 0.749, -0.909], [-0.358, -0.421, 0.052], [0.695, -0.523, 0.934], [1.121, 0.458, 1.450], [-0.337, 0.617, -1.946], [-0.870, 1.548, -0.546], [0.781, 0.983, -0.861], [-0.232, -1.452, -0.334], [-1.454, -0.420, 0.701], [0.856, -1.538, 1.458]],
  "atomic_forces_ev_per_a": [[-2.811, -0.201, 1.141], [-5.084, -2.277, -2.435], [0.553, -0.810, 5.354], [2.378, 1.539, 0.930], [-0.959, -0.806, -1.141], [0.713, 0.010, -0.379], [2.936, 1.551, 0.457], [-1.329, 0.374, -1.184], [3.216, -0.122, -1.759], [0.386, 0.742, -0.984]]
}

***

[3]
{
  "formula": "C3H6O",
  "method": "ωB97M-V with the def2-TZVPD basis set",
  "charge": 0,
  "orbital_gap_ev": 9.01,
  "lumo_ha": 0.027,
  "molar_mass_da": 58.08,
  "e_tot_ha": -193.00534,
  "species": ["C", "C", "C", "O", "H", "H", "H", "H", "H", "H"],
  "coordinates": [[-1.600, 0.066, 0.373], [-0.504, -0.863, -0.042], [1.608, -0.040, -0.345], [0.584, -0.393, 0.578], [-2.505, -0.395, 0.761], [-1.856, 0.481, -0.617], [-1.235, 0.887, 0.999], [1.239, -0.225, -1.356], [2.549, -0.554, -0.160], [1.719, 1.036, -0.190]],
  "atomic_forces_ev_per_a": [[-0.152, -0.135, 0.138], [-0.008, 0.525, 0.093], [0.417, 0.078, -0.258], [-0.419, 0.150, -0.134], [-0.091, -0.110, -0.073], [-0.113, -0.060, 0.154], [-0.204, -0.161, 0.166], [0.317, -0.056, 0.037], [-0.037, -0.107, 0.132], [0.290, -0.125, -0.254]]
}

***

[4]
{
  "formula": "C3H6O",
  "method": "ωB97M-V with the def2-TZVPD basis set",
  "charge": 0,
  "orbital_gap_ev": 8.41,
  "lumo_ha": 0.016,
  "molar_mass_da": 58.08,
  "e_tot_ha": -192.96510,
  "species": ["C", "C", "C", "O", "H", "H", "H", "H", "H", "H"],
  "coordinates": [[-1.283, 1.079, 0.079], [0.235, -1.085, -0.114], [1.087, 0.083, -0.264], [0.681, 1.230, -0.058], [-1.433, 0.873, 1.188], [-0.848, -0.893, -0.320], [-1.349, 2.171, -0.029], [0.213, -1.533, 0.895], [0.566, -1.867, -0.801], [2.132, -0.057, -0.576]],
  "atomic_forces_ev_per_a": [[-0.130, 0.871, 0.408], [-0.953, -2.067, -0.392], [-0.293, 1.003, 0.491], [-0.976, -1.037, 0.072], [0.667, 0.327, -0.790], [1.052, 0.456, -0.025], [0.024, 0.025, 0.210], [0.439, 0.388, -0.166], [0.245, -0.122, 0.183], [-0.075, 0.156, 0.010]]
}

***

[5]
{
  "formula": "C3H6O2",
  "method": "ωB97M-V with the def2-TZVPD basis set",
  "smiles": "C=CO.C=O",
  "charge": 0,
  "orbital_gap_ev": 9.42,
  "lumo_ha": 0.021,
  "molar_mass_da": 74.08,
  "e_tot_ha": -268.29907,
  "species": ["C", "C", "O", "H", "H", "H", "H", "C", "O", "H", "H"],
  "coordinates": [[-0.200, 2.597, -0.128], [-0.010, 1.409, -0.727], [-0.077, 0.304, 0.076], [0.064, 3.530, -0.599], [-0.659, 2.598, 0.864], [-0.166, 1.427, -1.812], [0.391, -0.442, -0.299], [0.129, -2.886, 0.652], [1.065, -2.852, -0.104], [-0.905, -2.733, 0.335], [0.368, -2.953, 1.743]],
  "atomic_forces_ev_per_a": [[-0.077, -0.746, 0.186], [-0.938, 1.843, 0.735], [-0.435, -0.284, -0.411], [-0.632, 0.031, -0.365], [0.911, 0.180, 0.081], [1.138, -0.929, 0.116], [0.103, -0.153, -0.394], [1.204, 0.488, 0.902], [-0.370, -0.040, -0.414], [-0.290, -0.182, -0.109], [-0.612, -0.209, -0.328]]
}

***

[6]
{
  "formula": "C3H6O2",
  "method": "ωB97M-V with the def2-TZVPD basis set",
  "smiles": "CCOC=O",
  "charge": 0,
  "orbital_gap_ev": 11.73,
  "lumo_ha": 0.037,
  "molar_mass_da": 74.08,
  "e_tot_ha": -268.36809,
  "species": ["C", "C", "O", "C", "O", "H", "H", "H", "H", "H", "H"],
  "coordinates": [[-1.379, 0.507, -0.106], [-0.305, -0.588, 0.210], [1.005, -0.073, 0.603], [1.926, -0.006, -0.378], [1.795, -0.439, -1.492], [-1.122, 1.000, -1.026], [-2.399, 0.068, -0.197], [-1.469, 1.248, 0.713], [-0.154, -1.321, -0.608], [-0.842, -0.872, 1.078], [2.844, 0.513, -0.037]],
  "atomic_forces_ev_per_a": [[0.493, 0.164, -0.362], [-0.872, 1.142, -0.666], [-0.534, 0.248, -0.389], [-0.154, -0.114, -0.274], [0.010, 0.220, 0.392], [-0.186, 0.534, -0.433], [0.871, -0.082, -0.072], [0.388, -0.387, -0.381], [-0.428, 0.363, 0.800], [0.823, -1.837, 1.241], [-0.410, -0.251, 0.144]]
}

***

[7]
{
  "formula": "C3H6O2",
  "method": "ωB97M-V with the def2-TZVPD basis set",
  "smiles": "CC=O.C=O",
  "charge": 0,
  "orbital_gap_ev": 10.89,
  "lumo_ha": 0.033,
  "molar_mass_da": 74.08,
  "e_tot_ha": -268.33021,
  "species": ["C", "C", "O", "H", "H", "H", "H", "C", "O", "H", "H"],
  "coordinates": [[2.696, -1.576, 2.384], [2.287, -0.513, 1.386], [1.791, -0.836, 0.334], [2.555, -2.516, 1.852], [3.718, -1.460, 2.737], [1.983, -1.511, 3.204], [2.419, 0.563, 1.605], [-4.347, 1.915, -3.443], [-4.862, 2.947, -3.781], [-4.964, 1.095, -3.048], [-3.275, 1.892, -3.230]],
  "atomic_forces_ev_per_a": [[-0.395, 0.441, -0.562], [0.024, -0.569, -0.436], [0.000, 0.340, 0.050], [0.138, -0.107, 0.246], [-0.031, 0.075, 0.131], [0.166, -0.092, 0.302], [0.095, -0.087, 0.267], [-0.458, 1.027, 1.480], [-0.030, -0.185, -0.573], [0.047, -0.433, -0.472], [0.445, -0.410, -0.434]]
}

***

[8]
{
  "formula": "C3H6O2",
  "method": "ωB97M-V with the def2-TZVPD basis set",
  "smiles": "C[C@@H](O)C=O",
  "charge": 0,
  "orbital_gap_ev": 11.23,
  "lumo_ha": 0.031,
  "molar_mass_da": 74.08,
  "e_tot_ha": -268.36550,
  "species": ["C", "C", "O", "C", "O", "H", "H", "H", "H", "H", "H"],
  "coordinates": [[1.234, -0.292, 0.019], [-0.070, 0.519, 0.196], [-0.318, 1.341, -0.911], [-1.226, -0.447, 0.366], [-2.041, -0.616, -0.515], [2.017, -0.008, 0.727], [1.080, -1.374, 0.100], [1.576, -0.062, -0.991], [-0.006, 1.150, 1.093], [-0.979, 0.864, -1.441], [-1.277, -1.023, 1.308]],
  "atomic_forces_ev_per_a": [[0.061, -0.027, 0.038], [-0.047, -0.103, 0.194], [-0.082, 0.016, -0.157], [-0.306, -0.062, -0.421], [0.401, 0.092, 0.522], [-0.160, 0.008, -0.077], [0.028, 0.129, -0.013], [0.096, -0.150, 0.078], [-0.046, -0.095, -0.114], [0.001, 0.183, 0.012], [0.053, 0.008, -0.063]]
}

***

[9]
{
  "formula": "C3H6O2",
  "method": "ωB97M-V with the def2-TZVPD basis set",
  "smiles": "O=CCCO",
  "charge": 0,
  "orbital_gap_ev": 10.47,
  "lumo_ha": 0.014,
  "molar_mass_da": 74.08,
  "e_tot_ha": -268.32697,
  "species": ["O", "C", "C", "C", "O", "H", "H", "H", "H", "H", "H"],
  "coordinates": [[-0.479, -1.471, 1.647], [-0.389, -0.992, 0.533], [-0.628, 0.482, 0.285], [-0.022, 0.938, -1.043], [1.359, 0.774, -1.174], [0.311, -1.462, -0.214], [-1.697, 0.679, 0.250], [-0.204, 1.090, 1.123], [-0.583, 0.456, -1.934], [-0.248, 2.201, -1.121], [1.610, 0.038, -0.539]],
  "atomic_forces_ev_per_a": [[-0.652, -0.162, -1.327], [2.327, 0.756, 2.012], [0.033, 0.370, -0.416], [-2.144, 3.326, -1.384], [0.602, -1.650, 1.570], [-1.049, -0.483, -0.093], [-0.161, 0.088, 0.085], [-0.300, -0.732, -0.480], [0.838, 0.691, 1.306], [0.565, -3.609, 0.037], [-0.059, 1.406, -1.309]]
}

***

[10]
{
  "formula": "C3H6O2S",
  "method": "ωB97M-V with the def2-TZVPD basis set",
  "smiles": "O[C@@H]1[C@H](O)[C@@H]1S",
  "charge": 0,
  "orbital_gap_ev": 9.64,
  "lumo_ha": 0.014,
  "molar_mass_da": 106.15,
  "e_tot_ha": -666.40354,
  "species": ["O", "C", "C", "O", "C", "S", "H", "H", "H", "H", "H", "H"],
  "coordinates": [[-1.642, -1.349, -0.618], [-1.169, -0.405, 0.619], [-0.834, 0.941, 0.481], [-0.485, 1.528, -0.837], [0.380, -0.004, 0.936], [1.769, -0.336, -0.134], [-0.946, -0.554, -1.197], [-1.858, -0.682, 1.477], [-1.100, 1.633, 1.319], [0.531, 1.550, -0.966], [0.825, 0.099, 1.815], [0.998, -1.289, -0.890]],
  "atomic_forces_ev_per_a": [[5.492, 6.867, 0.670], [-1.539, -5.455, 0.171], [4.362, 3.944, -1.024], [0.088, -0.760, 1.291], [-3.975, -0.440, -3.986], [-1.969, -1.490, -1.625], [-3.391, -3.764, 1.069], [1.243, 0.342, -1.048], [-0.185, -0.244, -1.344], [-2.152, -0.356, 0.726], [0.566, 0.225, 4.365], [1.460, 1.131, 0.735]]
}

***

Which formula does entry 5 have?
C3H6O2

***

Number 7 is which compound?
C3H6O2

***

Number 7 is which compound?
C3H6O2